The following is a DFT calculation (ωB97M-V/def2-TZVPD) of C28H35N3O2S2 as an isolated structure at a distorted geometry.

```
70
Properties=species:S:1:pos:R:3
C -4.0862 1.1029 -3.8871
C -3.9233 -0.3528 -4.3565
C -2.4460 -0.7301 -4.1062
N -1.8879 0.3854 -3.3562
C -0.5749 0.3915 -2.9492
S 0.3915 -0.9520 -3.2734
S 0.0484 1.7402 -2.0682
C -2.6647 1.6060 -3.5367
H -4.5564 1.7255 -4.6540
H -4.7103 1.1256 -2.9852
H -4.5799 -1.0200 -3.7857
H -4.1662 -0.4652 -5.4202
H -2.3451 -1.6798 -3.5611
H -1.9302 -0.8595 -5.0717
H -2.2692 2.2002 -4.3816
H -2.6021 2.2485 -2.6468
C 5.0355 7.0223 1.2618
O 4.6851 6.5095 -0.0451
C 4.0328 5.3227 -0.1428
C 3.6805 4.8919 -1.4479
C 2.9903 3.7099 -1.6206
C 2.6439 2.8785 -0.5471
C 1.9626 1.6001 -0.8083
C 1.5015 0.8300 0.3037
C 0.8917 -0.3735 0.1631
N 0.5825 -1.1855 1.2048
C -0.1214 -2.4386 0.9880
C -1.4661 -2.2290 0.2674
C -2.2488 -3.5021 0.0837
C -3.4884 -3.6595 0.7086
C -4.1022 -4.9122 0.7281
C -3.5047 -5.9929 0.0597
C -2.3282 -5.7940 -0.6781
C -1.7133 -4.5391 -0.6856
C -0.2291 -3.0071 2.4102
O -0.6485 -4.1173 2.7297
N 0.2945 -2.0721 3.2543
C 0.3405 -2.2546 4.6800
C 0.8276 -0.8768 2.6198
C 2.3225 -0.7255 2.9351
C 0.0460 0.3495 3.1140
C 2.9999 3.3204 0.7503
C 3.6930 4.5117 0.9638
H 5.5041 7.9836 1.0379
H 4.1461 7.1727 1.8933
H 5.7516 6.3613 1.7745
H 3.9532 5.5213 -2.2906
H 2.6927 3.4028 -2.6190
H 2.3940 1.0574 -1.6670
H 1.6305 1.2310 1.3006
H 0.5957 -0.7535 -0.8194
H 0.4938 -3.1268 0.3755
H -2.0526 -1.5024 0.8487
H -1.2626 -1.7777 -0.7170
H -3.9387 -2.8009 1.2148
H -5.0318 -5.0530 1.2823
H -3.9676 -6.9807 0.0950
H -1.8752 -6.6185 -1.2289
H -0.8008 -4.3599 -1.2574
H -0.1614 -3.1873 4.9294
H 1.3778 -2.2868 5.0298
H -0.1575 -1.4191 5.1824
H 2.8215 -1.6925 2.7886
H 2.8082 0.0120 2.2928
H 2.4343 -0.4104 3.9796
H -1.0307 0.1441 3.0609
H 0.3297 0.5466 4.1551
H 0.2478 1.2445 2.5242
H 2.7576 2.7391 1.6409
H 3.9635 4.8204 1.9821
```

The HOMO-LUMO gap comes out at 6.85 eV. The spin multiplicity is 1. The largest force on an atom is 0.0380 hartree/bohr. The HOMO energy comes out at -7.28 eV. Its total energy is -59838.581 eV.

The following is a DFT calculation (ωB97M-V/def2-TZVPD) of C28H35N3O4P2Ru as an isolated structure at a distorted geometry.

```
73
Properties=species:S:1:pos:R:3
C -0.8382 3.1528 -3.7433
C -0.5859 1.8370 -3.3481
C 0.7408 1.3128 -3.4250
C 1.8167 2.1223 -3.9119
C 1.5172 3.4734 -4.2684
C 0.2313 3.9767 -4.1537
C 3.0758 1.5129 -3.9998
C 3.2675 0.1433 -3.7699
C 2.1452 -0.5966 -3.2760
C 2.2145 -2.0187 -3.1557
C 3.4032 -2.6830 -3.4413
C 4.5330 -1.9502 -3.8543
C 4.4626 -0.5798 -4.0452
H -1.8654 3.5377 -3.6842
H 2.3342 4.0780 -4.6593
H 0.0242 5.0131 -4.4081
H 3.9230 2.1045 -4.3382
H 3.4438 -3.7716 -3.3096
H 5.4592 -2.4791 -4.0484
H 5.2975 -0.0173 -4.4555
N 0.9948 0.0566 -2.9028
Ru 0.3504 -0.5089 0.1143
C -1.6561 0.9588 -2.7544
H -1.6973 -0.0287 -3.2527
H -2.6401 1.4491 -2.8196
C 0.9692 -2.7706 -2.7437
H 0.0797 -2.4214 -3.2976
H 1.1006 -3.8500 -2.9111
P -1.3315 0.6415 -0.9536
P 0.5418 -2.5336 -0.9428
C 1.8856 -3.4658 -0.1036
H 1.6340 -3.5251 0.9687
H 1.9763 -4.4804 -0.5267
H 2.8362 -2.9235 -0.2340
C -0.8913 -3.6319 -0.6851
H -0.7036 -4.6251 -1.1201
H -1.0182 -3.7151 0.4089
H -1.7881 -3.1823 -1.1326
C -1.3096 2.3095 -0.2508
H -2.2995 2.7797 -0.3930
H -1.0478 2.2647 0.8257
H -0.5301 2.8964 -0.7595
C -2.8582 -0.1487 -0.4043
H -2.8559 -0.2403 0.6888
H -3.7107 0.4657 -0.7251
H -2.9330 -1.1531 -0.8400
C 2.1653 -0.0654 0.1821
O 3.3024 0.2945 0.1495
H 0.6648 0.1500 -1.4566
C -3.5328 0.6818 5.3230
C -2.7150 0.4859 4.0463
C -1.1808 0.3889 4.2780
C -0.6007 1.5076 5.2085
C -0.9082 2.9334 4.7969
C -0.8812 -0.9326 4.9688
O -0.9076 -1.1604 6.1737
N -0.5333 -1.9675 4.1205
C -0.4358 -1.9811 2.7191
O -0.3476 -3.0712 2.1352
N -0.3216 -0.7256 2.1434
C -0.4745 0.4122 2.8973
O -0.0137 1.4947 2.4672
H -3.3205 -0.1303 6.0477
H -4.6095 0.6568 5.0761
H -3.3007 1.6598 5.7938
H -3.0744 -0.4341 3.5449
H -2.8982 1.3010 3.3278
H -0.9574 1.3371 6.2395
H 0.4952 1.3708 5.2378
H -1.9383 3.2286 5.0232
H -0.2391 3.6007 5.3547
H -0.7053 3.0699 3.7281
H -0.4292 -2.8910 4.5159
```

The HOMO-LUMO gap (alpha / beta) comes out at 6.30 / 2.40 eV. The spin multiplicity is 5. The largest force on an atom is 0.1384 hartree/bohr. As for the charge: +2. The HOMO energy (alpha / beta) comes out at -12.72 / -13.30 eV. As for the expectation value of S²: 6.026. Its total energy is -63407.773 eV.

The following is a DFT calculation (ωB97M-V/def2-TZVPD) of C28H35N3O7OsS as an isolated structure at a distorted geometry.

```
75
Properties=species:S:1:pos:R:3
Os -0.0356 -0.3634 0.5258
O -0.1567 -0.5205 -2.0117
C 0.8683 0.1928 -2.7198
C 1.8452 0.8778 -1.6351
O 2.9649 1.1639 -1.9751
O 1.2642 1.0961 -0.5364
C 0.3452 1.4312 -3.3823
C -0.8242 2.0373 -2.9371
C -1.2758 3.1917 -3.5455
C -0.5540 3.7593 -4.5832
C 0.6389 3.1861 -4.9965
C 1.0954 2.0305 -4.3937
C 1.5371 -0.7884 -3.6495
C 2.6564 -1.5058 -3.2549
C 3.1524 -2.5191 -4.0560
C 2.5214 -2.8362 -5.2465
C 1.3975 -2.1285 -5.6434
C 0.9042 -1.1085 -4.8500
H 0.0538 -1.4630 -2.1055
H -1.3560 1.5961 -2.1059
H -2.1936 3.6549 -3.2154
H -0.9213 4.6463 -5.0731
H 1.2152 3.6420 -5.7866
H 2.0383 1.5906 -4.6776
H 3.1425 -1.2606 -2.3258
H 4.0243 -3.0651 -3.7353
H 2.8966 -3.6461 -5.8520
H 0.8969 -2.3809 -6.5685
H 0.0208 -0.5647 -5.1551
C -3.3989 1.4267 2.2808
C -1.9236 1.8208 2.3042
C -1.6993 3.2053 2.8848
O -1.4177 1.7301 0.9641
C -1.2097 0.7111 3.1859
O -0.9763 0.9395 4.3535
O -0.9641 -0.3568 2.5493
H -3.9773 2.1803 1.7509
H -3.7626 1.3357 3.3004
H -3.5069 0.4706 1.7721
H -2.2751 3.9432 2.3276
H -0.6419 3.4655 2.8557
H -2.0184 3.2287 3.9231
H -0.8848 2.5121 0.7664
O -1.0084 -2.3750 -0.0905
N -2.2731 -2.5966 -0.2694
C -2.9398 -3.4039 0.5775
C -4.2622 -3.7190 0.3593
C -4.9292 -3.1989 -0.7413
C -4.2292 -2.3484 -1.5871
C -2.9094 -2.0607 -1.3301
H -2.3678 -3.7754 1.4153
H -4.7657 -4.3782 1.0473
H -5.9615 -3.4447 -0.9312
H -4.6956 -1.9161 -2.4569
H -2.3186 -1.3947 -1.9443
C 1.0484 -2.3246 4.3686
N 1.8610 -1.1349 4.2672
C 2.6350 -0.8137 5.4462
C 2.0308 -0.5159 3.0989
S 1.9020 -1.4566 1.6442
N 2.3691 0.7773 3.0498
C 3.0169 1.3784 1.9084
C 2.0041 1.7152 4.0953
H 0.6317 -2.3711 5.3728
H 1.6243 -3.2333 4.1742
H 0.2306 -2.2632 3.6513
H 3.0540 -1.7407 5.8380
H 2.0277 -0.3502 6.2228
H 3.4641 -0.1637 5.1885
H 3.1831 0.6491 1.1204
H 3.9770 1.7880 2.2235
H 2.4117 2.1878 1.4986
H 1.1754 1.3241 4.6800
H 1.6659 2.6403 3.6266
H 2.8417 1.9606 4.7487
```

The HOMO-LUMO gap (alpha / beta) comes out at 6.39 / 6.81 eV. The energy above the lowest of the compared OMol25 structures with the same formula, charge and spin is 326.1 kJ/mol. The spin multiplicity is 2. The largest force on an atom is 0.0819 hartree/bohr. As for the charge: +1. The HOMO energy (alpha / beta) comes out at -10.92 / -10.92 eV. As for the expectation value of S²: 0.771. Its total energy is -61700.148 eV.